No. 1
A cluster of 2 separate species, C12H17N in total in a non-equilibrium geometry. Source: the OMol25 dataset; level of theory: ωB97M-V/def2-TZVPD.

Structure (ORCA input):
```
! RIJCOSX wB97M-V def2-TZVPD def2/J DEFGRID3
* xyz 0 1
C 1.743 0.121 -1.759
C 1.274 1.180 -0.815
C 2.010 1.838 0.122
N 1.180 2.653 0.882
C -0.117 2.450 0.492
C -1.343 2.757 1.116
C -2.477 2.177 0.610
C -2.477 1.432 -0.592
C -1.280 1.096 -1.176
C -0.091 1.534 -0.568
H 1.565 0.359 -2.812
H 1.141 -0.766 -1.591
H 2.797 -0.099 -1.615
H 3.077 1.967 0.201
H 1.574 3.257 1.579
H -1.368 3.500 1.904
H -3.418 2.377 1.105
H -3.438 1.187 -1.026
H -1.207 0.368 -1.976
C 1.240 -2.708 -0.010
C -0.265 -2.795 0.056
C -0.832 -2.567 1.477
H 1.748 -1.914 0.540
H 1.511 -2.644 -1.060
H 1.761 -3.596 0.368
H -0.757 -2.042 -0.570
H -0.635 -3.725 -0.382
H -1.702 -3.180 1.699
H -0.071 -2.695 2.247
H -1.142 -1.522 1.555
*
```

## Properties
Molecular weight   175.3 Da
Lowest unoccupied orbital energy   0.95 eV
Energy relative to the best compared isomer or geometry (same formula, charge and spin)   0.615 eV
Frontier orbital gap   8.79 eV
Calculated total energy   -14209.7227 eV
SMILES   Cc1c[nH]c2ccccc12.CCC
E_HOMO   -7.8396 eV

No. 2
A structure of composition C17H26FNO18P2 in a non-equilibrium geometry. Source: the OMol25 dataset; level of theory: ωB97M-V/def2-TZVPD.

Structure (ORCA input):
```
! RIJCOSX wB97M-V def2-TZVPD def2/J DEFGRID3
* xyz 0 1
C -1.071 -4.767 -0.230
P -2.840 -4.632 -0.592
O -2.777 -4.148 -2.159
O -3.064 -3.170 0.235
P -4.446 -2.776 0.897
O -4.299 -1.924 2.056
O -5.305 -4.061 1.202
C -6.140 -4.693 0.201
C -7.508 -4.073 0.086
C -8.390 -4.958 -0.770
F -9.644 -4.360 -0.902
O -5.127 -2.016 -0.395
O -6.080 -1.038 0.137
C -6.696 -0.589 -0.898
N -7.246 -0.241 -1.847
H -0.578 -3.849 -0.547
H -0.946 -4.840 0.845
H -0.648 -5.621 -0.747
H -2.041 -4.561 -2.628
H -6.263 -5.716 0.547
H -5.644 -4.767 -0.760
H -7.984 -3.976 1.059
H -7.497 -3.096 -0.385
H -7.981 -5.051 -1.777
H -8.516 -5.947 -0.331
C 0.734 -0.805 1.825
C 1.771 -0.768 0.726
O 2.376 -2.073 0.834
C 1.489 -2.896 1.428
O 1.601 -4.080 1.507
O 0.432 -2.206 1.909
H -0.155 -0.232 1.589
H 1.132 -0.477 2.788
H 1.325 -0.666 -0.260
H 2.508 0.009 0.860
C 6.473 1.694 0.330
C 6.159 0.241 0.032
O 4.726 0.240 -0.025
C 4.316 1.500 -0.317
O 3.196 1.799 -0.586
O 5.349 2.364 -0.255
H 7.396 2.044 -0.120
H 6.494 1.914 1.397
H 6.544 -0.079 -0.937
H 6.504 -0.445 0.800
C -1.534 4.030 -0.337
C -0.505 4.061 -1.452
O 0.116 2.780 -1.323
C -0.746 1.948 -0.706
O -0.598 0.773 -0.599
O -1.810 2.631 -0.224
H -2.444 4.576 -0.568
H -1.131 4.386 0.613
H -0.963 4.131 -2.440
H 0.234 4.849 -1.341
C 6.845 7.267 -0.024
C 5.663 6.331 0.149
O 6.307 5.073 0.366
C 7.552 5.304 0.838
O 8.274 4.462 1.266
O 7.860 6.618 0.751
H 6.667 8.269 0.354
H 7.182 7.326 -1.060
H 5.062 6.573 1.027
H 5.018 6.277 -0.723
*
```

## Properties
Molecular weight   613.3 Da
Lowest unoccupied orbital energy   -0.18 eV
Frontier orbital gap   9.09 eV
Calculated total energy   -77690.7077 eV
E_HOMO   -9.2742 eV